[1]
{
  "formula": "C4H4NO3",
  "method": "ωB97M-V/def2-TZVPD",
  "homo_lumo_gap_ev": 7.08,
  "total_energy_ha": -434.86104,
  "total_charge": 1,
  "relative_energy_kj_mol": 316.1,
  "elements": ["C", "C", "C", "C", "N", "O", "O", "O", "H", "H", "H", "H"],
  "positions_angstrom": [[1.43740, -0.90189, -0.32045], [0.97495, 0.13795, 0.36969], [3.76837, 0.89217, -0.16459], [3.75078, -0.57044, 0.01415], [-0.45487, 0.47562, 0.27474], [4.25382, 1.91491, -0.16248], [4.85248, -0.86523, 0.41030], [2.74087, -1.33098, -0.21898], [0.86922, -1.65796, -0.86588], [-0.57147, 1.47523, 0.47991], [-0.94992, -0.05422, 1.00630], [-0.89490, 0.25756, -0.63343]],
  "atomic_forces_ev_per_a": [[-2.81, 0.60, 0.14], [2.50, 0.07, -0.05], [0.16, 3.00, 0.24], [1.19, -1.86, 0.70], [-0.23, -0.36, -0.32], [-1.16, -1.69, -0.23], [-1.05, 0.19, -0.38], [1.25, -0.12, 0.06], [0.23, 0.13, -0.14], [-0.08, -0.36, -0.10], [0.02, 0.27, -0.16], [-0.02, 0.13, 0.24]],
  "lowdin_charge": [-0.173, -0.078, 0.158, -0.437, 0.135, 0.387, 0.264, 0.108, 0.134, 0.162, 0.173, 0.168]
}

[2]
{
  "formula": "C31H29N7NdS7",
  "method": "ωB97M-V/def2-TZVPD",
  "homo_lumo_gap_ev": [7.24, 7.27],
  "total_energy_ha": -4930.77558,
  "total_charge": 1,
  "multiplicity": 4,
  "relative_energy_kj_mol": 34.2,
  "elements": ["Nd", "S", "C", "C", "C", "C", "C", "C", "S", "C", "C", "C", "C", "C", "C", "C", "S", "C", "C", "C", "C", "C", "C", "S", "N", "H", "H", "H", "H", "H", "H", "H", "H", "H", "H", "H", "H", "H", "H", "H", "N", "C", "N", "C", "C", "S", "C", "C", "S", "C", "N", "N", "H", "H", "H", "H", "H", "H", "C", "C", "C", "C", "N", "C", "S", "N", "C", "H", "H", "H", "H", "H", "H", "H", "H"],
  "positions_angstrom": [[-0.28544, -0.02875, 0.10697], [2.40568, 0.86715, 0.15247], [1.96555, 0.92719, 1.83744], [2.68137, 0.19123, 2.76231], [2.42985, 0.38502, 4.10911], [1.37977, 1.19574, 4.55090], [0.59893, 1.87520, 3.63110], [0.91491, 1.74721, 2.27687], [0.15058, 2.70685, 0.98336], [-1.44781, 3.14502, 1.70222], [-2.57803, 2.89207, 0.72995], [-3.48986, 3.85000, 0.30466], [-4.57341, 3.48519, -0.50635], [-4.73167, 2.13443, -0.74197], [-3.79363, 1.20997, -0.28670], [-4.11395, -0.24877, -0.31465], [-2.78097, -1.24614, -0.97054], [-2.71167, -2.56960, 0.21312], [-3.03604, -3.83421, -0.28351], [-3.11362, -4.88259, 0.62237], [-2.84342, -4.65080, 1.95992], [-2.47062, -3.40498, 2.41751], [-2.36892, -2.31447, 1.54644], [-1.87803, -0.79917, 2.25264], [-2.69828, 1.59958, 0.34518], [3.51441, -0.44912, 2.43667], [3.08618, -0.09629, 4.84856], [1.25591, 1.36998, 5.59567], [-0.15853, 2.54425, 3.91408], [-1.38803, 4.20893, 1.99749], [-1.52852, 2.47544, 2.55159], [-3.37262, 4.88163, 0.57408], [-5.23209, 4.26190, -0.90118], [-5.55678, 1.74817, -1.31789], [-5.04218, -0.48587, -0.88247], [-4.26739, -0.54294, 0.73431], [-3.24082, -3.96053, -1.34093], [-3.40882, -5.88178, 0.27225], [-2.93052, -5.47927, 2.65235], [-2.22040, -3.23755, 3.45704], [-0.85860, -0.70309, -3.76249], [0.01588, -1.51834, -3.13951], [0.25940, -1.57670, -1.83628], [1.22183, -2.56453, -1.58131], [1.64658, -3.26107, -2.65255], [0.86913, -2.71068, -4.07793], [1.65545, -2.81952, -0.18051], [2.59551, -3.71081, 0.18620], [2.65445, -3.87399, 1.86815], [1.35509, -2.70088, 2.01628], [0.95812, -2.19696, 0.87866], [0.87424, -2.46279, 3.26047], [-1.16626, 0.12570, -3.24929], [-0.81429, -0.61848, -4.75983], [2.33337, -4.05969, -2.65008], [3.34892, -4.20588, -0.39227], [1.37354, -2.84548, 4.03444], [-0.00914, -1.97501, 3.33547], [3.61121, 4.27821, -1.17356], [2.98514, 3.23647, -1.98867], [3.61880, 2.24539, -2.69900], [2.88436, 1.16367, -3.18986], [1.55375, 1.05679, -3.03266], [0.94772, 2.05022, -2.40779], [-0.73250, 2.08221, -2.08221], [1.63297, 3.14225, -1.95891], [3.59977, -0.00033, -3.81938], [4.65796, 4.50997, -1.45560], [3.64776, 3.90469, -0.11804], [3.02926, 5.19233, -1.24621], [4.71261, 2.21090, -2.76405], [1.06496, 3.82458, -1.46189], [4.69420, 0.15368, -3.71511], [3.31151, -0.02633, -4.84575], [3.34619, -0.93581, -3.33140]],
  "atomic_forces_ev_per_a": [[-0.35, 0.09, 0.09], [-0.01, -0.20, -0.39], [-0.19, 0.05, -0.55], [0.65, -0.13, 0.96], [0.24, -0.40, 0.49], [0.34, 0.08, -0.61], [1.22, -0.84, -0.61], [-0.10, 0.19, 0.16], [0.28, -0.03, -0.01], [0.10, 0.85, -0.33], [-0.35, -0.74, -0.43], [-0.06, -0.07, -0.09], [0.80, -0.05, 0.42], [-0.35, -0.06, -0.51], [-0.50, 0.76, 0.14], [-0.80, -0.31, -0.01], [0.58, -0.06, -0.25], [0.09, 0.36, -0.64], [0.01, -0.02, 0.79], [-0.19, -0.49, -0.86], [-0.06, -0.37, 0.31], [0.13, -0.09, -0.11], [-0.21, -0.83, 0.28], [0.19, 0.45, 0.19], [0.58, 0.38, 0.40], [-0.51, 0.35, 0.08], [-0.42, 0.18, -0.33], [-0.24, -0.03, 0.55], [-0.80, 0.69, 0.64], [-0.29, -0.62, 0.10], [-0.52, 0.16, 0.18], [0.17, 0.30, 0.21], [0.07, -0.45, 0.14], [-0.25, 0.09, -0.04], [0.63, 0.39, 0.39], [0.06, -0.03, -0.28], [-0.06, -0.01, 0.14], [0.21, 0.50, 0.24], [0.05, 0.06, 0.07], [-0.11, -0.12, 0.04], [-0.06, -0.12, 0.79], [-0.20, -0.28, -0.16], [0.37, -0.07, -0.59], [-0.01, 0.21, 0.78], [-0.41, 0.59, 0.26], [-0.09, 0.25, -0.04], [-0.69, 0.26, -0.46], [0.26, 0.35, -0.40], [-0.30, 0.26, 0.84], [0.45, -0.59, 0.96], [0.08, -0.39, -0.73], [0.03, 0.13, -1.39], [0.19, -0.11, -0.21], [0.05, -0.02, -0.13], [0.55, -0.71, -0.11], [-0.09, -0.16, -0.39], [-0.16, -0.02, 0.36], [-0.06, 0.25, 0.23], [1.02, 0.40, 0.70], [-0.61, -0.97, -0.60], [0.86, 0.04, 0.18], [-0.39, -0.51, 0.40], [1.09, 0.15, -0.25], [-0.74, 0.52, 0.00], [-0.20, -0.26, -0.23], [0.40, 0.21, -0.09], [0.84, 0.85, 0.90], [-0.68, -0.29, -0.05], [-0.24, 0.36, -0.72], [-0.02, 0.18, 0.28], [-0.56, 0.19, 0.05], [0.27, -0.14, 0.00], [-0.67, -0.17, -0.31], [-0.07, -0.29, -0.88], [-0.27, -0.06, 0.05]],
  "mulliken_spin": [3.040, -0.013, 0.001, 0.002, -0.001, 0.001, 0.001, -0.001, -0.003, 0.003, -0.002, -0.001, 0.000, 0.000, -0.001, -0.002, -0.005, 0.003, 0.000, 0.000, 0.000, 0.001, -0.001, -0.012, 0.000, 0.000, 0.000, 0.000, 0.000, 0.000, 0.000, 0.000, 0.000, 0.000, 0.000, 0.001, 0.000, 0.000, 0.000, 0.000, 0.000, 0.001, -0.002, 0.001, 0.000, 0.000, -0.004, 0.000, 0.000, -0.002, -0.001, 0.000, -0.001, 0.000, 0.000, 0.000, 0.000, -0.001, 0.000, 0.000, 0.000, 0.000, 0.001, 0.002, -0.005, 0.000, 0.000, 0.000, 0.000, 0.000, 0.000, 0.000, 0.000, 0.000, 0.000]
}